The following is a quantum chemistry calculation of a molecular structure, C33H40AuN5O2PS at a distorted geometry, from the Open Molecules 2025 dataset.

ORCA input file:
```
! RIJCOSX wB97M-V def2-TZVPD def2/J DEFGRID3
* xyz 1 3
Au 0.0852 0.1377 -0.1476
O -6.8597 0.4705 -1.0860
N -6.1932 0.9094 -2.0210
O -6.6893 1.3971 -3.0262
C -4.7817 0.8689 -1.9492
C -4.0946 1.4305 -3.0282
C -2.7101 1.5027 -3.0479
C -1.9557 2.1041 -4.0916
C -0.5959 2.1543 -3.9868
C 0.0362 1.5668 -2.8806
N -0.6316 0.9769 -1.9084
C -1.9769 0.9589 -1.9482
C -2.6601 0.3538 -0.8643
N -1.8973 -0.1709 0.1257
C -2.4975 -0.7779 1.1647
C -3.8699 -0.8567 1.2660
C -4.6752 -0.3203 0.2730
C -4.0790 0.3000 -0.8385
H -4.6750 1.8101 -3.8551
H -2.4718 2.5100 -4.9466
H 0.0164 2.6213 -4.7405
H 1.1040 1.5568 -2.7841
H -1.8578 -1.2031 1.9217
H -4.3138 -1.3546 2.1111
H -5.7502 -0.3726 0.3451
S 0.7075 -0.1035 4.2411
C 0.7912 -1.6930 3.6171
C 0.6488 -1.7387 2.2620
C 0.4737 -0.4606 1.6928
C 0.4628 0.5338 2.6443
C 0.2035 1.9281 2.3877
C 0.3377 2.9271 3.3547
C 0.0599 4.2337 3.0007
C -0.3673 4.5168 1.7081
C -0.4834 3.4664 0.8149
N -0.1961 2.2181 1.1417
H 0.9357 -2.5149 4.2886
H 0.6519 -2.6573 1.7044
H 0.6551 2.6617 4.3534
H 0.1721 5.0257 3.7240
H -0.6038 5.5229 1.4022
H -0.8237 3.6225 -0.2002
C 3.2062 2.6474 0.6686
C 4.0025 2.0638 -0.4998
C 5.4896 2.3199 -0.3001
C 3.5400 2.7980 -1.7557
P 3.5102 0.1968 -0.6991
N 1.9583 0.0665 -0.6221
C 4.4025 -0.8509 0.6706
C 3.6731 -2.1888 0.7653
C 4.2141 -0.1219 1.9998
C 5.8864 -1.0848 0.4188
C 4.0361 -0.4692 -2.4472
C 5.4358 -0.0255 -2.8601
C 3.9440 -1.9947 -2.4164
C 3.0094 -0.0171 -3.4818
H 3.1428 3.7281 0.5446
H 3.6631 2.4572 1.6334
H 2.1937 2.2526 0.6721
H 5.6389 3.3991 -0.2550
H 6.0878 1.9420 -1.1225
H 5.8636 1.9059 0.6306
H 3.7572 3.8591 -1.6402
H 2.4659 2.6939 -1.8832
H 4.0535 2.4616 -2.6497
H 2.5990 -2.0332 0.7367
H 3.9240 -2.6675 1.7105
H 3.9510 -2.8757 -0.0244
H 3.1754 0.1706 2.1383
H 4.8558 0.7491 2.0857
H 4.4829 -0.7960 2.8124
H 6.0596 -1.7712 -0.4039
H 6.3134 -1.5414 1.3110
H 6.4345 -0.1677 0.2324
H 6.1726 -0.2211 -2.0890
H 5.4794 1.0284 -3.1218
H 5.7318 -0.5843 -3.7472
H 4.7657 -2.4543 -1.8779
H 3.9820 -2.3692 -3.4390
H 2.9951 -2.3097 -1.9869
H 2.9760 1.0574 -3.6169
H 2.0232 -0.3808 -3.2065
H 3.2701 -0.4537 -4.4442
*
```

Values from the calculation:
* ⟨S²⟩: 2.0346
* LUMO energy (spin up / spin down): -3.19 / -5.36 eV